No. 1
Entry from the Open Molecules 2025 dataset: a molecular structure, C10H27BBeF4NO6 (ωB97M-V with the def2-TZVPD basis set).

Each line ends with the natural charge from an NBO analysis.
Element x y z (Å)
Be: 2.0147 21.2449 -16.2187  1.667
B: 1.3661 18.4620 -17.4493  1.324
F: 1.0650 19.6791 -17.9804  -0.575
F: 0.1841 17.7389 -17.2698  -0.555
F: 2.2824 17.8415 -18.2473  -0.551
F: 2.0487 18.6968 -16.2382  -0.584
C: 5.0929 19.6827 -16.9317  -0.257
O: 4.1834 20.7839 -17.1166  -0.585
C: 4.6007 21.7414 -18.0475  -0.075
C: 3.5780 22.8908 -18.0227  -0.248
N: 2.2656 22.1699 -18.0797  -0.744
C: 1.0964 23.0666 -17.9960  -0.283
C: -0.1772 22.2318 -17.8855  -0.075
O: -0.0846 21.4352 -16.7251  -0.648
C: -1.2644 20.6528 -16.4909  -0.255
H: 6.0393 20.0190 -16.5068  0.175
H: 5.2279 19.1100 -17.8484  0.207
H: 4.5750 19.0539 -16.2097  0.229
H: 4.7530 21.2736 -19.0233  0.191
H: 5.5803 22.1896 -17.8575  0.190
H: 3.7684 23.6578 -18.7765  0.220
H: 3.7359 23.4763 -17.1147  0.192
H: 2.2826 21.8102 -19.0285  0.425
H: 0.9295 23.7140 -18.8659  0.213
H: 1.1708 23.9018 -17.2966  0.224
H: -0.3415 21.5995 -18.7616  0.213
H: -1.0239 22.9138 -17.7627  0.193
H: -1.0868 19.8628 -15.7631  0.229
H: -1.6098 20.1706 -17.4056  0.209
H: -2.0799 21.2299 -16.0483  0.176
C: 3.9590 22.0647 -13.5614  -0.101
C: 4.1818 20.5443 -13.5542  -0.087
O: 3.1509 19.8557 -14.2401  -0.738
O: 3.8904 22.5104 -14.9057  -0.735
H: 4.8198 22.5299 -13.0756  0.195
H: 3.1185 22.2717 -12.8936  0.167
H: 4.1806 20.1862 -12.5236  0.195
H: 5.1463 20.2864 -13.9911  0.195
H: 2.5657 19.3473 -13.6741  0.500
H: 3.8658 23.4711 -14.9479  0.485
C: -0.0739 22.7746 -14.2977  -0.099
C: 0.1211 21.3163 -13.8925  -0.104
O: 0.1522 20.4394 -15.0135  -0.743
O: 1.0744 23.1685 -14.9921  -0.765
H: -0.2360 23.3496 -13.3820  0.200
H: -1.0004 23.0192 -14.8219  0.199
H: -0.6816 21.0629 -13.1980  0.204
H: 1.0782 21.2673 -13.3670  0.174
H: 0.0690 19.5343 -14.6932  0.511
H: 1.4431 23.9791 -14.6335  0.500

Calculated values
total charge = +1
ΔE to the lowest compared entry with this formula, charge and spin = 243.9 kJ/mol
frontier orbital gap = 9.77 eV

=====

No. 2
Entry from the Open Molecules 2025 dataset: a molecular structure, C10H27BF3NO5Pt (ωB97M-V with the def2-TZVPD basis set).

Each line ends with the Mulliken spin population.
Element x y z (Å)
Pt: -0.9705 -0.1816 -0.9927  1.290
C: 2.0607 1.4407 -0.8367  0.016
O: 2.4733 0.4689 0.1440  -0.008
O: 0.7241 1.2343 -1.0449  0.096
C: 2.5304 2.8618 -0.5845  0.008
F: 2.4095 3.1541 0.7477  0.000
F: 3.7800 3.1354 -0.9847  0.002
F: 1.7546 3.7757 -1.1818  0.000
C: 3.8579 0.5266 0.4733  -0.001
C: 3.9950 -0.4981 1.6226  0.000
H: 5.0285 -0.4117 1.9798  0.000
H: 3.3276 -0.2758 2.4470  0.000
H: 3.9746 -1.5633 1.3828  0.000
H: 4.1831 1.4458 0.9622  0.000
H: 4.5751 0.2026 -0.2838  0.000
H: 2.6282 1.2121 -1.7580  0.000
B: -2.2663 0.8486 -2.7560  0.101
H: -2.4779 0.7604 -1.6509  0.086
H: -3.1157 0.2711 -3.2726  0.007
H: -2.2910 1.9300 -3.1317  -0.001
H: -1.2703 0.3715 -2.9828  0.036
C: -1.4043 -2.8857 -1.8968  0.017
C: -2.8669 -2.5442 -1.4800  0.000
O: -2.8684 -1.3693 -0.6340  0.079
O: -0.5800 -1.8800 -2.4984  0.019
H: -1.5242 -3.7374 -2.5736  0.004
H: -1.0055 -3.3903 -1.0092  0.001
H: -3.4476 -3.3940 -1.1267  0.003
H: -3.3426 -2.1284 -2.3758  -0.001
H: -3.7458 -1.1202 -0.3261  0.003
H: -0.2110 -2.3448 -3.2579  0.018
C: 0.1003 -1.0422 3.1663  0.010
C: -0.6915 -0.7835 1.8602  -0.007
C: -1.2040 0.6747 1.8303  0.013
O: -1.8384 1.0740 0.6289  0.114
C: -2.0894 2.4954 0.5742  0.000
N: 0.1089 -1.2199 0.6768  0.102
H: -0.4840 -1.0060 4.0858  -0.001
H: 0.9363 -0.3529 3.2908  -0.001
H: 0.5657 -2.0284 3.1068  -0.001
H: -1.4852 -1.5200 2.0106  -0.003
H: -0.3700 1.3460 2.0652  0.001
H: -1.9096 0.8307 2.6537  -0.002
H: -3.0113 2.4932 -0.0177  0.001
H: -1.3739 3.0016 -0.0690  0.001
H: -2.4534 2.9155 1.5098  0.000
H: 0.9300 -0.6147 0.6174  -0.005
H: 0.3548 -2.1780 0.8899  0.002

Calculated values
spin multiplicity = 3
ΔE to the lowest compared entry with this formula, charge and spin = 194.6 kJ/mol
frontier orbital gap (spin up / spin down) = 7.31 / 7.98 eV
⟨S²⟩ = 2.004

=====

No. 3
Entry from the Open Molecules 2025 dataset: 5 unconnected molecules or ions with the total composition C10H27BN10O8P (ωB97M-V with the def2-TZVPD basis set).

Each line ends with the natural charge from an NBO analysis.
Element x y z (Å)
C: 1.8840 -1.8815 2.1523  -0.265
C: 0.7913 -1.5036 1.8143  -0.266
B: -0.6043 -0.9664 1.2566  0.165
N: -1.7117 -1.1639 2.3362  -1.079
N: -0.4704 0.5677 0.8983  -0.718
C: 0.8191 0.9793 0.3849  0.769
C: 1.2828 0.5643 -0.9738  -0.736
O: 1.5003 1.6951 1.0782  -0.563
C: -1.5193 1.1293 0.1913  0.743
C: -2.8484 1.1715 0.8959  -0.714
O: -1.4061 1.6152 -0.9309  -0.696
P: -0.9161 -2.1659 -0.2931  1.058
O: -2.4581 -1.7372 -0.8117  -1.008
O: -1.2908 -3.5714 0.5483  -1.015
H: 2.7136 -2.2915 2.6800  0.240
H: -1.6585 -0.4094 3.0088  0.360
H: -1.5340 -2.0181 2.8465  0.350
H: 2.3472 0.3567 -0.9512  0.240
H: 1.1288 1.4128 -1.6385  0.248
H: 0.7226 -0.2651 -1.3892  0.234
H: -2.7424 1.2465 1.9687  0.220
H: -3.3942 2.0199 0.4921  0.219
H: -3.3813 0.2589 0.6321  0.272
H: -2.8803 -2.5166 -1.1946  0.491
H: -0.8360 -3.5692 1.3988  0.487
C: -0.4041 5.0035 -1.2062  0.766
O: -0.0337 6.1510 -1.4441  -0.717
N: -1.3049 4.3463 -1.9957  -0.864
N: 0.0651 4.2784 -0.1560  -0.842
H: -1.5927 3.3918 -1.8256  0.434
H: -1.6730 4.8436 -2.7829  0.392
H: 0.7475 4.7054 0.4410  0.405
H: -0.2184 3.3368 0.0393  0.411
C: -5.6030 -3.0183 0.8499  0.771
O: -5.8658 -3.1300 -0.3398  -0.690
N: -4.3750 -2.6990 1.3180  -0.838
N: -6.5712 -3.2219 1.8138  -0.867
H: -4.1551 -2.6162 2.2916  0.391
H: -3.6334 -2.5257 0.6535  0.436
H: -7.4901 -3.4595 1.4967  0.396
H: -6.3947 -3.1377 2.7955  0.379
C: 4.4973 -4.5974 1.5221  0.779
O: 4.0549 -4.1631 2.5684  -0.664
N: 5.7341 -4.2444 1.0458  -0.852
N: 3.7884 -5.4599 0.7327  -0.846
H: 6.1085 -4.5758 0.1786  0.384
H: 6.2666 -3.5982 1.5954  0.406
H: 2.8664 -5.7053 1.0403  0.413
H: 4.1220 -5.8123 -0.1428  0.384
C: 3.5290 4.0999 -3.3379  0.772
O: 3.7638 2.9058 -3.2975  -0.665
N: 2.3685 4.6555 -2.8908  -0.843
N: 4.4391 4.9983 -3.8525  -0.864
H: 2.1692 5.6376 -2.9228  0.400
H: 1.6758 4.0417 -2.5020  0.416
H: 5.3053 4.6270 -4.1898  0.399
H: 4.2756 5.9850 -3.8965  0.381

Calculated values
total charge = -1
frontier orbital gap = 6.72 eV

=====

No. 4
Entry from the Open Molecules 2025 dataset: a molecular structure, C10H27Cu2N5NaO14S2 (ωB97M-V with the def2-TZVPD basis set).

Each line ends with the Mulliken spin population.
Element x y z (Å)
Cu: 2.8218 -0.2588 4.0733  0.000
Cu: 4.1914 -0.0287 -0.7232  0.295
Na: 0.5865 -2.6363 -1.1367  0.000
N: 4.0565 -2.4197 1.8760  -0.027
O: 4.1251 -3.6012 1.6108  0.152
O: 4.5713 -1.6197 1.0597  0.438
O: 3.5601 -1.9625 2.9046  0.042
N: 1.1498 -0.5184 1.1165  -0.006
O: 2.0783 -0.7538 0.3072  0.011
O: 1.4497 0.0367 2.2194  0.003
O: -0.0380 -0.7347 0.8087  0.002
N: 4.7275 1.7404 1.9888  -0.003
O: 5.1925 2.8443 2.2180  0.014
O: 4.0452 1.1210 2.8576  0.000
O: 4.9294 1.1691 0.8681  0.072
N: 3.1865 -2.3406 -2.9463  0.000
O: 3.7152 -2.3028 -4.0487  0.001
O: 2.3665 -3.2485 -2.6366  0.001
O: 3.3959 -1.4159 -2.0985  0.007
C: -1.1170 0.7639 -3.3918  0.000
C: -0.6243 -0.3218 -2.4598  0.000
N: -1.1816 -1.6667 -2.6791  0.000
C: -1.0605 -2.1987 -4.0541  0.000
C: -0.8043 -3.6727 -4.1202  0.000
C: -2.5852 -1.8156 -2.2576  0.000
C: -2.8345 -1.4658 -0.8046  0.000
H: -0.5262 1.6772 -3.3250  0.000
H: -2.1583 1.0173 -3.1853  0.000
H: -1.0047 0.4131 -4.4187  0.000
H: 0.4713 -0.3510 -2.5500  0.000
H: -0.7286 -0.0548 -1.4077  0.000
H: -1.9576 -1.9269 -4.6240  0.000
H: -0.2443 -1.6244 -4.5051  0.000
H: -1.5996 -4.2379 -3.6284  0.000
H: -0.8518 -3.9386 -5.1833  0.000
H: 0.1589 -4.0960 -3.8322  0.000
H: -2.8988 -2.8443 -2.4455  0.000
H: -3.1880 -1.2321 -2.9710  0.000
H: -3.8156 -1.7882 -0.4487  0.000
H: -2.6983 -0.3996 -0.6396  0.000
H: -2.1856 -2.0696 -0.1611  0.000
C: -3.4900 1.7244 4.2541  0.051
S: -1.9662 0.9907 4.8595  0.206
O: -2.3594 -0.0636 5.8822  0.655
C: -1.5109 -0.0143 3.4061  0.063
H: -3.3198 2.4523 3.4588  -0.001
H: -4.0070 2.3199 5.0146  0.000
H: -4.1993 0.9230 4.0517  0.005
H: -1.1947 0.6691 2.6114  -0.002
H: -2.3750 -0.5361 2.9964  0.006
H: -0.6722 -0.6699 3.6211  0.000
C: -0.5997 5.1974 1.9956  0.001
S: -0.8535 3.4751 1.5691  0.006
O: -2.0711 3.3957 0.7079  0.006
C: 0.6924 3.1460 0.6692  0.001
H: -0.9645 5.7600 1.1303  0.001
H: 0.4502 5.3599 2.2226  0.000
H: -1.2753 5.5441 2.7764  0.000
H: 0.6805 2.1210 0.2957  -0.001
H: 1.4673 3.1777 1.4369  0.000
H: 0.8913 3.7912 -0.1855  0.000

Calculated values
spin multiplicity = 3
total charge = +1
ΔE to the lowest compared entry with this formula, charge and spin = 109.0 kJ/mol
frontier orbital gap (spin up / spin down) = 7.35 / 3.14 eV
⟨S²⟩ = 2.016

=====

No. 5
Entry from the Open Molecules 2025 dataset: 3 unconnected molecules or ions with the total composition C10H28BIN2O9PS2 (ωB97M-V with the def2-TZVPD basis set).

Each line ends with the natural charge from an NBO analysis.
Element x y z (Å)
C: -0.3608 1.7176 1.1762  -0.435
N: 0.8349 0.7738 1.1871  -0.527
C: 1.2566 0.6620 -0.2620  -0.418
C: 1.9457 1.2629 2.0895  0.738
O: 2.0473 2.5805 2.4175  -0.653
C: 3.1272 0.2936 2.7557  -0.732
B: 2.5437 -0.7364 3.9131  -0.425
I: 0.6268 -0.1178 4.7800  -0.147
P: 2.2567 -2.4792 3.0856  1.962
N: 2.2141 -2.3494 1.4646  -1.401
O: 0.7505 -3.1559 3.6835  -0.983
O: 3.5264 -3.5710 3.5869  -1.015
H: -1.0857 1.3759 0.2913  0.190
H: -0.9596 1.5977 2.1906  0.228
H: -0.0820 2.8375 0.9304  0.204
H: 0.9004 1.6438 -0.8391  0.172
H: 0.6702 -0.2262 -0.8008  0.208
H: 2.4123 0.5501 -0.4079  0.221
H: 3.9111 0.9967 3.3180  0.237
H: 3.7641 -0.2548 1.9155  0.248
H: 3.3793 -0.8746 4.7610  0.000
H: 1.2911 -2.6595 1.0894  0.362
H: 0.3250 -3.6497 2.9226  0.480
H: 4.2277 -3.5866 2.8697  0.490
O: -4.0726 3.8722 1.6440  -0.915
S: -3.9687 4.0373 0.2087  2.345
O: -2.7409 3.7701 -0.5093  -0.912
O: -4.4955 5.5269 -0.1927  -0.720
C: -3.9079 6.6524 0.4434  -0.077
C: -2.5435 6.9698 -0.1403  -0.641
C: -5.2792 3.1228 -0.5638  -0.879
H: -3.8502 6.5014 1.5262  0.198
H: -4.5757 7.5028 0.2706  0.186
H: -1.8222 6.1811 0.0939  0.236
H: -2.1584 7.9100 0.2646  0.212
H: -2.5957 7.0462 -1.2311  0.212
H: -6.2195 3.3568 -0.0611  0.247
H: -5.0537 2.0588 -0.4619  0.260
H: -5.3245 3.3931 -1.6206  0.249
O: 0.1709 -4.9598 -1.3780  -0.929
S: 1.3990 -4.5429 -2.0231  2.344
O: 1.7430 -3.1475 -2.1933  -0.906
O: 1.5194 -5.2909 -3.4665  -0.720
C: 0.4488 -5.1656 -4.3910  -0.075
C: 0.4676 -3.8144 -5.0816  -0.640
C: 2.7611 -5.3629 -1.2338  -0.885
H: -0.5128 -5.3461 -3.8997  0.194
H: 0.5807 -5.9513 -5.1422  0.185
H: 0.2462 -3.0085 -4.3754  0.232
H: -0.2788 -3.7774 -5.8802  0.207
H: 1.4552 -3.6090 -5.5068  0.214
H: 2.5325 -6.4267 -1.1465  0.241
H: 2.8901 -4.9240 -0.2419  0.286
H: 3.6624 -5.2056 -1.8295  0.246

Calculated values
total charge = -1
ΔE to the lowest compared entry with this formula, charge and spin = 209.8 kJ/mol
frontier orbital gap = 6.59 eV

=====

No. 6
Entry from the Open Molecules 2025 dataset: a molecular structure, C10H28BO5S3Sn (ωB97M-V with the def2-TZVPD basis set).

Each line ends with the natural charge from an NBO analysis.
Element x y z (Å)
Sn: -1.9236 -0.2934 -0.0650  1.593
B: -2.1361 0.3440 -2.8350  -0.877
H: -1.4520 1.0838 -2.2760  -0.012
H: -3.2046 0.4806 -2.4390  -0.004
H: -2.0802 0.5442 -3.9527  0.089
H: -1.8341 -0.7425 -2.6094  -0.014
C: 0.0476 2.0217 4.3909  -0.770
S: -1.5027 1.5120 3.4710  1.236
O: -0.9724 1.3426 2.0486  -1.034
C: -1.4776 -0.2070 4.1318  -0.821
H: -0.2869 2.1402 5.4222  0.231
H: 0.4568 2.9552 4.0120  0.249
H: 0.8011 1.2387 4.3352  0.233
H: -0.9766 -0.8959 3.4547  0.239
H: -2.4723 -0.5975 4.3529  0.246
H: -1.0057 -0.2365 5.1146  0.245
C: -3.0257 4.1632 -1.7994  -0.800
S: -2.5179 3.6903 -0.0988  1.209
O: -3.0702 2.2910 0.0812  -1.032
C: -0.6526 3.6516 -0.0483  -0.806
H: -2.6860 5.1703 -2.0316  0.240
H: -4.0910 3.9858 -1.9249  0.265
H: -2.5539 3.4631 -2.4931  0.253
H: -0.3328 4.6890 -0.1524  0.235
H: -0.3380 3.0506 -0.9038  0.244
H: -0.1354 3.2416 0.8151  0.269
C: 0.8547 -4.6830 -1.3378  -0.836
S: -0.6041 -3.6672 -1.7077  1.259
O: -0.2049 -2.2905 -1.3588  -1.023
C: -0.5560 -3.8065 -3.5454  -0.809
H: 1.2946 -4.4698 -0.3674  0.241
H: 1.6277 -4.5487 -2.0988  0.236
H: 0.6234 -5.7390 -1.4891  0.247
H: -0.6465 -4.8700 -3.7815  0.234
H: 0.3699 -3.4770 -4.0127  0.244
H: -1.4563 -3.3362 -3.9352  0.258
O: 0.8430 0.1705 -0.5249  -0.625
C: 1.8742 -0.1137 0.0366  0.822
O: 2.5141 0.7792 0.7860  -0.459
C: 3.7888 0.2164 1.2035  -0.084
C: 3.8425 -1.2311 0.7922  -0.442
C: 2.7780 -1.3015 -0.2771  -0.523
H: 3.9505 0.2372 2.2833  0.197
H: 4.5921 0.8510 0.8316  0.203
H: 3.6742 -1.9439 1.5977  0.216
H: 4.8451 -1.4273 0.4111  0.236
H: 2.2553 -2.2531 -0.2166  0.245
H: 3.1624 -1.1828 -1.2898  0.258

Calculated values
total charge = +1
frontier orbital gap = 7.59 eV

=====

DFT total energy: -36526.077 -34603.797 -52061.917 -162263.109 -71967.975 -60064.256 (eV)
Max |F|: 7.75 3.99 1.35 2.23 7.68 3.38 (eV/A)